54
Properties=species:S:1:pos:R:3 method="wB97M-V/def2-TZVPD" smiles="CCOc1ccc(CCNC(=O)c2cc3c(C)nccc3[nH]c2=O)cc1OCC" e_homo_ev=-7.8957 orbital_gap_ev=7.333 lumo_energy_ev=-0.56 e_tot_ha=-1318.61908
C -3.9419 -2.5531 1.8657
C -5.0437 -2.3987 0.8225
O -5.4371 -1.0508 0.6374
C -4.5336 -0.1088 0.2314
C -4.8053 1.1843 0.6654
C -4.0050 2.2532 0.3162
C -2.8945 2.0534 -0.4880
C -2.6224 0.7695 -0.9408
C -3.4230 -0.3166 -0.6092
O -3.1903 -1.5807 -1.0765
C -1.9371 -1.8742 -1.6631
C -1.8440 -3.3863 -1.8079
H -2.6650 -3.7525 -2.4189
H -0.9032 -3.6557 -2.2803
H -1.9029 -3.8585 -0.8306
H -1.8604 -1.3983 -2.6512
H -1.1302 -1.4998 -1.0214
H -1.7714 0.6215 -1.5871
C -1.9677 3.1888 -0.8186
H -2.5302 4.1199 -0.8987
H -1.4620 3.0058 -1.7681
C -0.9090 3.3587 0.2827
N -0.0418 2.2105 0.3614
C 1.2752 2.2848 0.1213
O 1.8680 3.3237 -0.1206
C 2.0251 0.9832 0.1908
C 3.3767 1.0472 0.0584
C 4.2041 -0.1072 0.1030
C 3.5706 -1.3521 0.2889
N 2.2135 -1.3850 0.4119
C 1.3654 -0.2984 0.3815
O 0.1623 -0.4952 0.5051
H 1.7626 -2.2836 0.5492
C 4.3483 -2.5122 0.3397
C 5.7116 -2.3720 0.2037
N 6.3230 -1.2047 0.0277
C 5.6134 -0.0974 -0.0238
C 6.3675 1.1750 -0.2227
H 6.0415 1.6745 -1.1331
H 6.2017 1.8520 0.6133
H 7.4270 0.9494 -0.2968
H 6.3658 -3.2327 0.2350
H 3.8909 -3.4788 0.4815
H 3.8142 2.0249 -0.0850
H -0.4682 1.3005 0.5036
H -0.2752 4.2238 0.0733
H -1.4083 3.5001 1.2473
H -4.2434 3.2431 0.6756
H -5.6703 1.3231 1.2949
H -5.9597 -2.8875 1.1678
H -4.7359 -2.8495 -0.1255
H -3.0220 -2.0868 1.5214
H -3.7555 -3.6085 2.0466
H -4.2415 -2.0811 2.7989